(1)
DFT (ωB97M-V with the def2-TZVPD basis set) results for C24H28MgN5O2S3 as an isolated structure in a non-equilibrium geometry.

Results
F_max, hartree/bohr: 0.0283
Net charge: +1

Geometry as XYZ:
```
63
C24H28MgN5O2S3, DFT ωB97M-V with the def2-TZVPD basis set
Mg -0.13648 -0.12549 0.08199
C 0.66384 -2.56418 1.42058
C -0.00878 -1.87741 2.61162
N -0.47037 -0.54170 2.21431
C -1.79674 -0.17591 2.72117
C -2.93301 -0.89908 1.99626
S -2.80324 -0.67083 0.18936
C -2.57926 -2.36777 -0.40815
C -1.37387 -3.10585 0.16856
N -0.12391 -2.32233 0.19807
H 0.78945 -3.63138 1.63238
H 1.65295 -2.13101 1.27263
H 0.69486 -1.84225 3.44560
H -0.86415 -2.46538 2.94666
H 0.18481 0.17234 2.51884
H -1.92365 0.89186 2.55001
H -1.88159 -0.36706 3.79693
H -3.88154 -0.46856 2.31150
H -2.96446 -1.96719 2.20932
H -2.50139 -2.23849 -1.48795
H -3.48204 -2.94119 -0.19735
H -1.24466 -4.03439 -0.39576
H -1.61130 -3.40583 1.18852
H 0.45058 -2.58595 -0.59554
O 0.00009 3.25901 -1.49159
C -0.31419 2.08760 -1.37028
O -0.77954 1.51626 -0.32294
C -0.19044 1.16124 -2.57806
C -0.01467 1.74846 -3.84612
C 0.05670 0.94540 -4.94211
C -0.06434 -0.45370 -4.77804
C 0.00297 -1.34190 -5.87529
C -0.13207 -2.68871 -5.69322
C -0.35680 -3.19698 -4.40085
C -0.41750 -2.35838 -3.32201
C -0.25613 -0.96135 -3.46814
N -0.28844 -0.13979 -2.37170
H 0.06524 2.82433 -3.89735
H 0.18896 1.35362 -5.93658
H 0.16511 -0.93274 -6.86483
H -0.07730 -3.36688 -6.53385
H -0.48665 -4.26276 -4.26373
H -0.61180 -2.77164 -2.34201
C 2.51939 -1.89027 -1.64970
C 3.01429 -0.80998 -0.75365
N 2.27947 -0.03996 0.01075
C 3.08948 0.82372 0.75904
C 4.42379 0.65249 0.54335
S 4.70872 -0.55828 -0.61668
C 2.60283 1.92296 1.59436
C 3.39970 2.84977 2.20235
S 2.45359 4.12123 2.83310
C 1.01919 3.31870 2.27149
N 1.26628 2.18860 1.68367
C -0.32987 3.92886 2.42918
H 1.46895 -1.74587 -1.86359
H 2.67447 -2.87382 -1.19900
H 3.06062 -1.87704 -2.59546
H 5.24052 1.19869 0.98384
H 4.47482 2.88017 2.26847
H -0.27616 5.00714 2.28663
H -0.74361 3.74863 3.42357
H -0.98158 3.50820 1.66540
```

=====

(2)
DFT (ωB97M-V with the def2-TZVPD basis set) results for one molecule with the formula C24H28N2O7.

Results
Structure (SMILES): CCOc1cc(C(=O)OCC(=O)Nc2cccc(C)c2)ccc1OCC(=O)N1CCOCC1
F_max, hartree/bohr: 0.0135

Geometry as XYZ:
```
61
C24H28N2O7, DFT ωB97M-V with the def2-TZVPD basis set
C -1.75114 1.46319 -2.81429
C -0.65423 0.46036 -3.15369
O -0.89361 -0.81724 -2.59000
C -0.45101 -1.12109 -1.34468
C 0.02240 -0.19184 -0.43330
C 0.43088 -0.56557 0.84695
C 0.90967 0.49160 1.74945
O 0.97270 1.66824 1.44548
O 1.27538 0.02803 2.94851
C 1.84429 0.94002 3.88288
C 0.78658 1.70274 4.70894
O 0.66606 1.51388 5.89823
N 0.08127 2.57234 3.95451
C -0.96598 3.41887 4.33755
C -1.42786 3.51641 5.64441
C -2.46649 4.38557 5.92981
C -3.04426 5.15208 4.93548
C -2.59012 5.06168 3.62318
C -3.21852 5.89593 2.54796
C -1.55175 4.19236 3.33695
C 0.36088 -1.90020 1.23239
C -0.08989 -2.83570 0.32723
C -0.48748 -2.47991 -0.96083
O -0.89536 -3.52491 -1.73091
C -1.01357 -3.42781 -3.13756
C 0.19323 -2.86373 -3.89300
O 0.02457 -2.18208 -4.88631
N 1.42394 -3.12962 -3.40185
C 1.79641 -4.19716 -2.49759
C 2.64351 -5.22558 -3.26283
O 3.77497 -4.63213 -3.85047
C 3.40003 -3.61245 -4.75042
C 2.58254 -2.53057 -4.04185
H -2.71478 1.07740 -3.13663
H -1.55687 2.39962 -3.32964
H -1.79684 1.65201 -1.74445
H -0.63836 0.26864 -4.23082
H 0.33055 0.83316 -2.85006
H 0.07902 0.85495 -0.68487
H 2.43844 0.32947 4.56462
H 2.48212 1.65946 3.35563
H 0.32043 2.61336 2.96478
H -0.97820 2.92013 6.41975
H -2.82614 4.46297 6.94508
H -3.85357 5.82729 5.17228
H -2.76898 5.69006 1.58005
H -4.28690 5.69316 2.48683
H -3.09412 6.95491 2.77095
H -1.18419 4.10627 2.32318
H 0.66237 -2.19379 2.22395
H -0.14543 -3.87963 0.59295
H -1.87364 -2.81488 -3.42455
H -1.19465 -4.45694 -3.46851
H 2.39299 -3.77123 -1.68219
H 0.92082 -4.68701 -2.08004
H 2.02241 -5.69970 -4.03967
H 3.01735 -5.99151 -2.58166
H 2.80577 -4.03622 -5.57399
H 4.32734 -3.19854 -5.14820
H 3.19440 -2.05324 -3.26902
H 2.23062 -1.78588 -4.75609
```

=====

(3)
DFT (ωB97M-V with the def2-TZVPD basis set) results for a 2-piece molecular cluster, C24H28N3 overall in a non-equilibrium geometry.

Results
F_max, hartree/bohr: 0.0678
Net charge: +1

Geometry as XYZ:
```
55
C24H28N3, DFT ωB97M-V with the def2-TZVPD basis set
C -5.36501 -0.33206 -1.07304
N -4.15732 0.39786 -0.74185
C -3.36535 0.14526 0.32374
C -2.33452 1.11187 0.40492
C -1.32025 1.20083 1.37633
C -0.10806 1.83683 1.07154
C 0.50939 1.99344 -0.19286
N 1.54101 2.87096 -0.09154
C 2.28932 3.41417 -1.20860
C 1.68150 3.28962 1.23886
C 0.67511 2.64865 2.00005
C 0.42238 3.08638 3.29504
C 1.18674 4.14993 3.80502
C 2.16742 4.78372 3.01912
C 2.41834 4.36679 1.70251
C -2.56478 2.02057 -0.73138
C -3.68231 1.50941 -1.43595
C -4.24345 2.07748 -2.56577
C -3.62434 3.23608 -3.04979
C -2.52531 3.79716 -2.37628
C -2.02132 3.21694 -1.19563
H -5.80090 0.12493 -1.96419
H -5.13741 -1.38859 -1.27632
H -6.09496 -0.27990 -0.24888
H -3.54233 -0.72424 0.94056
H -1.52717 0.93024 2.42993
H 0.21819 1.54675 -1.13834
H 3.01929 4.12406 -0.81063
H 2.80667 2.60622 -1.74292
H 1.63168 3.93507 -1.92390
H -0.38367 2.62275 3.86486
H 1.00857 4.50095 4.82261
H 2.74198 5.61353 3.43476
H 3.15259 4.84649 1.05772
H -5.11433 1.61605 -3.03165
H -4.01020 3.70375 -3.95083
H -2.05783 4.70496 -2.76763
H -1.21904 3.70896 -0.64426
C 0.71723 -1.49020 4.13748
C -0.48870 -0.59403 4.29617
C -1.42059 -1.17518 5.37427
C -2.81744 -1.30061 4.76784
C -2.65786 -1.07999 3.26945
N -1.31384 -0.48407 3.04159
H 1.29990 -1.49524 5.06574
H 0.40128 -2.52087 3.93652
H 1.39201 -1.17552 3.33984
H -0.17753 0.42593 4.55190
H -1.06498 -2.17483 5.64258
H -1.40183 -0.56395 6.28071
H -3.25523 -2.28372 4.93828
H -3.48893 -0.56104 5.20811
H -2.72019 -2.02618 2.71296
H -3.43026 -0.41387 2.88941
H -0.85109 -0.93885 2.25866
```

=====

(4)
DFT (ωB97M-V with the def2-TZVPD basis set) results for a 6-piece molecular cluster, C24H28N3O11 overall in a non-equilibrium geometry.

Results
F_max, hartree/bohr: 0.1806
Net charge: +1

Geometry as XYZ:
```
66
C24H28N3O11, DFT ωB97M-V with the def2-TZVPD basis set
C -0.60595 -2.37224 -3.13562
C -1.48426 -3.43732 -2.38569
O -2.00455 -4.34406 -2.99715
N -1.56103 -3.31203 -0.84022
H -1.29920 -4.20517 -0.59148
H -0.96876 -2.51849 -0.37977
C -2.99395 -3.34255 -0.42583
H 0.32897 -2.72472 -3.60298
H -0.24910 -1.33657 -2.53361
H -1.17692 -1.79272 -3.78194
H -3.58904 -2.54776 -0.72452
H -3.14511 -3.58974 0.59309
H -3.35586 -4.06385 -1.01934
C 4.26021 -2.67360 3.12905
C 4.29251 -3.00469 1.74610
O 5.26189 -3.71009 1.26248
N 3.24319 -2.49118 0.71208
H 2.97564 -3.40918 0.39397
H 2.49759 -1.94275 1.16143
C 3.79466 -1.81781 -0.51886
H 3.23602 -2.63371 3.27769
H 4.87077 -1.73215 3.33780
H 4.78230 -3.62431 3.73207
H 3.02683 -1.68985 -1.42414
H 4.52731 -2.31804 -0.84380
H 4.24445 -0.82822 -0.29740
N 0.12000 -1.41139 0.90196
O 0.85360 -1.17757 1.81170
O -1.03081 -1.00797 0.92490
O 0.63822 -1.77774 -0.14584
C -0.98727 3.91609 4.06945
C -0.31677 3.34279 5.22509
C -0.13642 1.74694 5.03478
O 0.45658 1.22538 5.98272
C -0.38540 1.18920 3.72773
C -0.90313 1.91939 2.61516
C -1.22013 3.33551 2.78377
O -1.55075 4.00272 1.73841
H -1.17660 5.02682 3.94240
H -0.36587 3.79135 6.17080
H -0.03539 0.18414 3.40108
H -1.30763 1.49144 1.70232
C -5.49184 2.24443 -1.95117
C -4.57052 1.36770 -2.95447
C -3.37494 0.82146 -2.32396
O -2.56897 0.27072 -3.05316
C -3.16137 1.02182 -0.88141
C -4.10455 1.72025 0.03051
C -5.31331 2.30586 -0.52117
O -6.01797 2.91946 0.14447
H -6.47836 2.73981 -2.44558
H -4.62549 1.24958 -4.00580
H -2.12160 0.56213 -0.62433
H -3.86495 2.02218 1.03159
C 2.41416 2.35063 -3.63236
C 3.45730 3.16617 -2.81057
C 3.56035 2.97534 -1.33846
O 4.35382 3.54842 -0.64695
C 2.43706 2.10229 -0.74253
C 1.53303 1.25963 -1.50037
C 1.50202 1.34380 -2.97235
O 0.71551 0.64355 -3.57766
H 2.49333 2.68114 -4.74609
H 4.10330 3.79716 -3.59593
H 2.46631 2.02224 0.36648
H 1.09683 0.52992 -0.97855
```

=====

(5)
DFT (ωB97M-V with the def2-TZVPD basis set) results for C24H28N4O as an isolated structure in a non-equilibrium geometry.

Results
F_max, hartree/bohr: 0.3632

Geometry as XYZ:
```
57
C24H28N4O, DFT ωB97M-V with the def2-TZVPD basis set
C -2.74621 -4.10482 -0.16421
C -1.17921 -3.90607 -0.62180
C -0.84335 -2.35797 -1.00402
H 0.07940 -2.42825 -1.37378
C -1.10751 -1.67532 0.06525
N -0.74017 -0.26046 -0.06837
C -1.51242 0.75948 -0.40857
N -0.72004 1.95431 -0.98401
C 0.54346 1.60343 -0.70620
C 1.80427 2.26220 -0.75839
C 2.89487 1.87342 -0.40147
N 4.06063 2.41059 -0.62649
C 5.40421 1.57341 -0.33258
O 6.42561 2.49531 -0.30573
C 5.27583 0.33851 0.11566
N 4.09890 -0.30513 0.47952
C 3.02143 0.16768 0.09411
C 1.76761 -0.45506 0.26309
C 0.73357 0.34038 -0.20936
H 1.82766 -1.37142 0.65166
C 6.49593 -0.38940 0.51510
C 7.13086 0.40397 1.92807
H 6.58309 0.48692 2.69125
H 8.07269 -0.20405 2.22774
H 7.54621 1.48223 1.23961
C 7.55386 -0.46019 -0.61709
H 8.36740 -1.24156 -0.35022
H 7.81289 0.67277 -0.95390
H 6.88615 -1.01294 -1.32362
H 6.27238 -1.43017 0.98367
H 4.18908 3.38588 -0.90010
H 1.71716 3.30279 -1.22553
C -2.87322 0.91589 -0.65777
H -3.21283 1.48190 -1.45426
H -3.30152 -0.17118 -0.98495
C -3.50623 1.47433 0.70322
C -5.01046 1.38255 0.33827
C -5.61473 2.58427 0.34472
C -6.99886 2.70304 -0.08802
C -7.90697 1.69110 0.23404
C -7.14641 0.29660 0.72625
C -5.99692 0.35418 0.98721
H -5.52190 -0.69269 1.11521
H -7.90309 -0.62579 0.78529
H -8.96442 1.69724 -0.07462
H -7.25975 3.52564 -0.44920
H -4.89948 3.31146 -0.06833
H -3.16635 0.38336 1.46652
H -3.10590 2.32480 0.87040
H -2.30057 -1.37783 0.60199
H -0.49399 -1.81472 0.99973
H -1.63709 -2.06645 -1.83145
H -0.90508 -4.46383 -1.57740
H -0.63153 -4.30054 0.30972
H -2.93206 -3.65628 0.78997
H -2.95693 -5.06729 0.10444
H -3.46992 -3.80022 -1.11028
```

=====

(6)
DFT (ωB97M-V with the def2-TZVPD basis set) results for C24H28N7O3PS5V as an isolated structure.

Results
F_max, hartree/bohr: 0.0074
Spin multiplicity: 2

Geometry as XYZ:
```
69
C24H28N7O3PS5V, DFT ωB97M-V with the def2-TZVPD basis set
V -0.66872 -0.39996 -0.12411
N 0.98809 3.43060 -0.29235
C 2.23304 2.84391 -0.26360
C 2.02255 1.50420 -0.14325
N 0.67497 1.25760 -0.09880
C 0.07712 2.43279 -0.19054
C -1.35841 2.45694 -0.12600
N -1.98584 1.31000 0.05431
C -3.32498 1.59745 0.08898
C -3.50224 2.93803 -0.06691
N -2.24088 3.47814 -0.20627
H 0.80485 4.41392 -0.37526
H 3.14006 3.41875 -0.31709
H 2.74212 0.71005 -0.05091
H -4.05666 0.81794 0.21128
H -4.38804 3.54599 -0.09674
H -2.03566 4.44639 -0.37492
O -0.31867 -0.79692 1.97600
C -0.23943 -2.21925 2.12095
C 0.61947 -2.79768 1.02456
C 1.30489 -3.99161 1.18320
C 2.19825 -4.37528 0.20146
C 2.37943 -3.55611 -0.90655
C 1.61000 -2.41531 -1.01462
N 0.73210 -2.05915 -0.07807
H 0.58651 -0.44627 2.14803
H -1.26170 -2.58853 2.05508
H 0.19476 -2.48093 3.08683
H 1.18296 -4.56686 2.09065
H 2.77744 -5.28254 0.31044
H 3.10111 -3.79524 -1.67461
H 1.67622 -1.75871 -1.87272
C -5.63130 -1.68596 -2.59734
C -4.44947 -2.44197 -3.15867
O -3.30568 -1.56707 -3.25951
P -2.07206 -1.74330 -2.25226
S -0.86821 -0.20071 -2.59659
S -2.67299 -1.96586 -0.36587
O -1.41040 -3.14247 -2.66999
C -1.04703 -3.37965 -4.04906
C 0.45362 -3.42007 -4.21091
H -6.51054 -2.33181 -2.57682
H -5.85464 -0.81768 -3.21745
H -5.42170 -1.35176 -1.58212
H -4.64794 -2.79077 -4.17225
H -4.20078 -3.30914 -2.54311
H -1.49647 -2.61186 -4.68220
H -1.49655 -4.33867 -4.30692
H 0.88650 -2.43605 -4.03534
H 0.70758 -3.73361 -5.22489
H 0.89036 -4.13188 -3.51120
S 7.57509 -0.16259 -0.49557
C 6.43509 -0.33460 0.70489
S 4.83709 -0.95848 0.38691
C 4.35549 -0.65410 2.04233
N 5.31564 -0.17968 2.76436
N 6.47776 -0.02290 2.01762
C 7.58687 0.52179 2.72964
C 7.33117 1.42200 3.75837
C 8.38896 1.95352 4.47697
C 9.69463 1.59317 4.17909
C 9.93748 0.68641 3.15889
C 8.88978 0.14353 2.43066
S 2.76012 -1.00684 2.56851
H 6.31125 1.68363 3.99541
H 8.18745 2.65396 5.27747
H 10.51842 2.01227 4.74251
H 10.95108 0.38880 2.92312
H 9.07801 -0.56252 1.63743
```

=====

So what do the calculations give for energy relative to the best compared isomer or geometry (same formula, charge and spin)? Going down the list: 0.0; 218.3; 153.6; 0.0; 1984.4; 28.0 kJ/mol.
So what do the calculations give for energy? Going down the list: -2750.26611; -1567.56235; -1095.33094; -1922.36695; -1224.93154; -4816.83673 Eh.